Entry A
A cluster of 13 separate species, H26O13 in total, computed with ωB97M-V with the def2-TZVPD basis set.

Values from the calculation:
- frontier orbital gap (eV) = 9.29
- highest occupied orbital energy (Eh) = -0.3678

```
! RIJCOSX wB97M-V def2-TZVPD def2/J DEFGRID3
* xyz 0 1
O -0.354 -1.824 -1.719
H 0.057 -1.242 -2.367
H -0.462 -2.665 -2.192
O -0.630 -1.936 3.652
H -0.893 -1.157 3.102
H 0.298 -1.901 3.778
O 1.687 -0.552 2.294
H 1.245 -0.233 3.124
H 0.984 -0.374 1.693
O -2.821 -1.237 -3.283
H -2.118 -0.983 -2.711
H -2.408 -1.488 -4.107
O -2.644 -1.615 0.086
H -2.163 -1.444 -0.671
H -2.162 -2.195 0.617
O 1.010 2.428 1.705
H 1.484 2.313 2.617
H 0.873 3.388 1.755
O 1.687 0.977 -1.778
H 1.171 0.385 -2.326
H 2.109 0.508 -1.034
O 3.496 2.199 0.630
H 2.639 2.273 1.081
H 4.113 2.618 1.175
O -0.088 -0.067 0.428
H 0.590 0.553 0.097
H -0.388 -0.525 -0.367
O -1.924 0.745 -1.567
H -2.765 0.839 -1.983
H -1.841 1.616 -1.206
O 1.745 -3.008 -0.051
H 1.852 -3.209 -0.988
H 0.762 -2.905 -0.005
O -0.061 3.267 -1.747
H 0.591 2.591 -1.513
H 0.443 3.765 -2.403
O -1.645 0.099 2.492
H -1.053 0.202 1.721
H -2.421 -0.201 1.959
*
```

=====

Entry B
A cluster of 13 separate species, H26O13 in total, computed with ωB97M-V with the def2-TZVPD basis set.

Values from the calculation:
- frontier orbital gap (eV) = 10.24
- highest occupied orbital energy (Eh) = -0.3858

```
! RIJCOSX wB97M-V def2-TZVPD def2/J DEFGRID3
* xyz 0 1
O -1.525 -1.734 -2.218
H -1.163 -1.087 -1.636
H -2.126 -1.275 -2.797
O -0.655 2.619 0.823
H -1.511 2.189 0.866
H -0.378 2.480 -0.079
O 0.318 3.100 -1.667
H 0.326 2.323 -2.206
H 0.040 3.820 -2.221
O -3.281 1.441 0.055
H -3.688 1.361 0.939
H -3.389 0.556 -0.283
O 3.031 -0.421 1.866
H 3.000 -1.394 1.822
H 2.123 -0.061 1.813
O -1.883 -0.487 2.081
H -1.953 0.211 2.760
H -1.248 -1.109 2.503
O -0.462 -0.154 -0.349
H -0.710 -0.122 0.524
H 0.480 0.072 -0.377
O -3.723 -1.303 -0.376
H -4.322 -1.708 -0.964
H -2.943 -1.879 -0.363
O 1.028 -2.225 0.475
H 0.205 -1.819 0.185
H 0.776 -2.410 1.396
O 2.237 0.857 -0.482
H 2.979 0.303 -0.510
H 2.477 1.596 0.025
O 1.027 1.461 2.528
H 0.935 1.917 3.357
H 0.334 1.877 1.916
O 1.458 -1.117 -2.856
H 0.638 -0.686 -2.692
H 1.996 -1.222 -2.098
O 3.272 -1.813 -0.950
H 3.826 -1.991 -0.178
H 2.452 -2.167 -0.633
*
```

=====

Q: Which of them is the most stable? A: entry B.

=====

Entry A
A structure of composition H26O13, computed with ωB97M-V with the def2-TZVPD basis set.

Values from the calculation:
- frontier orbital gap (eV) = 7.69
- highest occupied orbital energy (Eh) = -0.3003

```
! RIJCOSX wB97M-V def2-TZVPD def2/J DEFGRID3
* xyz 0 1
H 0.386 0.991 -0.555
H 1.259 -0.157 -0.074
H 4.237 2.740 0.805
H 5.008 3.726 1.667
H -1.809 0.247 -1.432
H -0.849 -0.009 -2.583
H 4.642 1.240 -3.562
H 3.547 1.550 -2.554
H 4.156 -0.152 0.329
H 3.182 0.135 -0.801
H -2.876 2.692 0.890
H -1.987 2.409 -0.310
H -1.211 1.175 1.796
H -1.310 0.947 0.297
H 0.282 -1.947 0.129
H 0.268 -2.470 1.556
H -1.908 -1.855 0.864
H -2.528 -1.448 -0.463
H 2.653 -3.062 2.356
H 2.997 -4.488 2.756
H -1.499 -1.857 -2.926
H -0.587 -1.608 -1.735
H -5.259 -0.379 -1.498
H -3.868 -0.017 -1.003
H -3.334 0.318 3.339
H -3.298 -0.714 2.224
O 0.355 0.175 -0.042
O 4.116 3.403 1.494
O -1.410 0.674 -2.198
O 4.143 1.972 -3.183
O 3.339 0.319 0.132
O -2.142 3.059 0.385
O -0.669 1.075 1.005
O 0.511 -2.719 0.657
O -2.496 -1.202 0.469
O 3.268 -3.573 2.895
O -1.514 -1.735 -1.970
O -4.592 0.315 -1.546
O -3.201 0.230 2.388
*
```

=====

Entry B
A cluster of 13 separate species, H26O13 in total, computed with ωB97M-V with the def2-TZVPD basis set.

Values from the calculation:
- frontier orbital gap (eV) = 9.47
- highest occupied orbital energy (Eh) = -0.3656

```
! RIJCOSX wB97M-V def2-TZVPD def2/J DEFGRID3
* xyz 0 1
O 1.177 3.373 1.418
H 2.088 3.164 1.472
H 0.943 3.588 2.243
O 0.938 -0.529 -0.487
H 1.250 -1.378 -0.816
H 1.716 -0.390 0.157
O -0.701 0.145 -2.253
H -0.584 -0.046 -1.402
H 0.105 0.139 -2.725
O 2.807 1.587 0.557
H 3.589 2.339 0.440
H 3.085 0.679 1.072
O -2.887 -1.933 -2.148
H -2.818 -1.840 -1.121
H -2.797 -0.990 -2.495
O 1.431 -0.309 3.341
H 0.451 -0.652 3.181
H 1.993 -0.894 2.949
O 0.950 -3.309 -2.336
H 0.589 -3.845 -1.686
H 0.314 -2.569 -2.328
O 3.303 -1.180 0.245
H 3.951 -0.963 -0.448
H 3.672 -2.035 0.716
O -3.826 0.701 0.039
H -4.561 0.654 0.604
H -3.013 1.114 0.410
O -2.488 2.162 -2.271
H -3.136 1.459 -1.777
H -2.117 1.527 -2.905
O -0.768 0.166 1.911
H -0.193 0.447 1.104
H -0.692 0.968 2.453
O -0.911 -3.072 1.968
H -1.760 -3.139 1.578
H -0.442 -2.226 1.668
O -0.255 2.136 -0.563
H 0.558 2.330 -0.879
H -0.961 2.623 -0.886
*
```

=====

Entry C
A cluster of 13 separate species, H26O13 in total, computed with ωB97M-V with the def2-TZVPD basis set.

Values from the calculation:
- frontier orbital gap (eV) = 10.08
- highest occupied orbital energy (Eh) = -0.3725

```
! RIJCOSX wB97M-V def2-TZVPD def2/J DEFGRID3
* xyz 0 1
O -2.314 1.318 -0.886
H -3.168 0.942 -1.143
H -2.330 1.323 0.076
O 2.226 1.889 2.176
H 2.927 2.073 2.809
H 2.098 2.734 1.695
O 0.499 0.357 3.881
H 0.574 1.044 3.204
H 1.264 -0.205 3.730
O 1.266 4.028 0.597
H 0.891 3.420 -0.070
H 0.501 4.440 1.010
O -3.491 -1.013 -1.994
H -2.703 -1.427 -1.635
H -4.220 -1.559 -1.682
O -0.597 -2.625 -2.094
H -1.330 -3.047 -1.628
H 0.184 -3.137 -1.844
O 0.180 2.412 -1.419
H -0.573 1.918 -1.773
H 0.759 2.555 -2.177
O 0.502 -0.294 0.278
H -0.318 -0.479 -0.204
H 0.396 0.609 0.595
O -2.542 -1.734 0.555
H -1.774 -2.049 1.072
H -3.204 -1.512 1.217
O -0.193 -0.171 -3.036
H -0.985 0.140 -3.489
H -0.365 -1.129 -2.843
O -0.387 -2.802 2.076
H 0.493 -2.717 1.688
H -0.261 -2.600 3.010
O 3.630 -0.423 1.048
H 2.681 -0.252 1.038
H 3.922 -0.092 1.900
O 2.273 -0.818 -1.967
H 1.745 -0.792 -1.159
H 1.745 -0.327 -2.611
*
```

=====

Q: Which of them is the most stable? A: entry C.